Computed, not measured: a molecular structure, C54H48GeN8O5RbS in a non-equilibrium geometry, with ωB97M-V with the def2-TZVPD basis set.

## Properties
LUMO = -0.0669 Ha
Calculated total energy = -5399.90424 hartree
Charge = +1
Energy relative to the best compared isomer or geometry (same formula, charge and spin) = 0.359 eV
Gap between HOMO and LUMO = 8.21 eV

The geometry in XYZ format:
```
118
Properties=species:S:1:pos:R:3:forces:R:3
Rb -0.9464 -0.6535 2.0011 -0.53 -0.94 -0.25
C 6.2477 4.5893 3.2044 -0.03 0.01 -0.01
C 4.9440 3.8670 3.0151 0.03 0.00 -0.01
C 4.1810 3.4673 4.1087 -0.03 0.01 0.00
C 2.9901 2.7806 3.9348 0.04 -0.06 0.01
C 2.5600 2.5113 2.6453 -0.07 -0.04 0.00
C 3.2902 2.9127 1.5338 -0.04 0.06 0.01
C 4.4822 3.5817 1.7301 0.00 0.01 0.01
S 1.1020 1.5547 2.4104 -0.02 0.56 0.00
O 1.6126 0.3826 1.4995 0.25 0.09 -0.55
O 0.7374 0.9366 3.6580 0.29 0.10 0.19
N -0.0172 2.1642 1.5751 0.37 0.15 0.00
C -0.6154 3.4012 1.8527 0.02 0.09 0.06
C -0.1882 4.2884 2.8157 0.03 -0.12 -0.02
C -0.7776 5.5559 2.9755 -0.07 0.04 -0.03
C -1.8116 5.9482 2.1800 0.03 0.01 0.03
C -2.3198 5.0508 1.2140 -0.01 -0.04 -0.05
C -3.4215 5.3863 0.3935 -0.01 0.00 0.00
C -3.9123 4.4758 -0.4925 0.01 0.02 -0.04
C -3.3018 3.2089 -0.5464 0.06 0.01 -0.03
N -2.2682 2.8592 0.1796 0.00 -0.01 -0.01
C -1.7477 3.7669 1.0539 -0.02 0.05 -0.01
H 6.6311 4.4589 4.2148 0.01 0.00 0.00
H 6.1215 5.6597 3.0300 0.00 0.00 0.00
H 6.9933 4.2269 2.4973 0.01 0.00 0.01
H 4.5301 3.6810 5.1111 0.01 -0.01 0.00
H 2.4117 2.4338 4.7807 0.00 0.01 0.00
H 2.9459 2.6904 0.5317 0.01 -0.02 -0.04
H 5.0794 3.8653 0.8732 0.00 -0.01 -0.01
H 0.6302 4.0166 3.4676 0.00 0.06 0.01
H -0.3929 6.2203 3.7379 0.01 -0.01 0.00
H -2.2648 6.9253 2.2859 0.00 0.00 0.00
H -3.8668 6.3692 0.4903 0.00 0.00 0.00
H -4.7510 4.6994 -1.1368 -0.01 0.00 0.00
H -3.6906 2.4550 -1.2247 -0.01 -0.02 -0.02
C 0.7787 -4.0353 -1.5221 0.01 -0.02 -0.02
C -0.0258 -3.0147 -1.0000 -0.01 -0.02 0.01
N -0.6498 -3.0827 0.1534 0.02 0.04 0.05
C -0.4941 -4.2002 0.8902 0.04 -0.02 0.00
C 0.3227 -5.2670 0.4801 -0.03 0.03 0.00
C 0.9604 -5.1622 -0.7682 0.00 -0.01 -0.02
C 0.4800 -6.4195 1.3216 0.00 -0.01 0.01
C -0.1588 -6.5061 2.5048 0.01 -0.01 0.00
C -1.0269 -5.4523 2.9483 0.01 0.04 -0.05
C -1.7277 -5.5226 4.1646 0.00 -0.02 0.02
C -2.5605 -4.4971 4.5269 0.01 -0.04 -0.04
C -2.6755 -3.4029 3.6590 -0.02 -0.02 0.01
N -2.0205 -3.2962 2.5230 -0.03 -0.06 0.08
C -1.2037 -4.3054 2.1554 -0.02 -0.02 0.02
H 1.2468 -3.9116 -2.4894 0.00 0.01 0.00
H -0.1629 -2.1021 -1.5686 -0.01 0.03 -0.05
H 1.5856 -5.9759 -1.1160 0.00 0.00 0.00
H 1.1235 -7.2214 0.9812 0.00 0.00 0.00
H -0.0385 -7.3764 3.1379 0.00 0.00 0.00
H -1.6044 -6.3917 4.7994 0.00 0.00 0.00
H -3.1186 -4.5217 5.4521 -0.01 0.01 0.00
H -3.3388 -2.5789 3.9060 0.01 0.00 0.05
O -3.2730 0.6204 1.6130 -0.21 0.21 0.01
C -4.5811 0.3419 1.1691 -0.03 -0.06 0.06
C -4.6611 -0.9342 0.3574 0.00 -0.03 -0.02
C -5.8066 -1.7219 0.3928 -0.01 0.00 0.01
C -5.8462 -2.8789 -0.3646 0.01 -0.01 0.00
C -4.7385 -3.2157 -1.1281 -0.01 0.00 0.00
C -3.6445 -2.3677 -1.1011 0.00 0.02 0.01
N -3.6014 -1.2475 -0.3819 0.01 0.02 0.06
H -2.8540 1.2704 1.0149 -0.04 0.03 0.00
H -4.9789 1.1745 0.5782 0.01 0.01 0.00
H -5.2215 0.2405 2.0477 -0.02 0.03 -0.01
H -6.6463 -1.4331 1.0125 0.00 0.00 0.01
H -6.7224 -3.5140 -0.3527 0.00 0.00 0.00
H -4.7185 -4.1168 -1.7253 0.00 0.00 -0.01
H -2.7558 -2.5960 -1.6794 -0.01 -0.02 -0.01
N 1.6774 1.1655 -1.3043 0.35 -0.02 0.31
C 0.6572 1.0219 -1.8107 -0.24 0.03 -0.04
H 1.7047 0.6687 0.5492 -0.03 -0.06 0.33
O 3.8695 -1.3430 -3.1075 -0.07 0.02 -0.01
C 5.1094 -1.5578 -2.4560 0.01 -0.03 0.07
N 5.5470 -0.4568 -1.6480 -0.08 0.06 0.01
C 5.2868 -0.1827 -0.3314 -0.02 0.00 -0.09
O 5.7547 0.8111 0.1916 0.00 0.02 0.04
C 4.4573 -1.1347 0.4786 -0.03 -0.01 -0.03
C 4.8759 -1.4012 1.7781 0.04 -0.01 -0.01
C 4.0985 -2.2129 2.5811 -0.01 0.04 0.03
C 2.9025 -2.6956 2.0682 -0.01 0.09 -0.01
N 2.4666 -2.4135 0.8453 0.01 -0.17 -0.04
C 3.2423 -1.6673 0.0603 0.00 0.07 0.09
H 3.9584 -0.5833 -3.6943 0.00 -0.02 0.01
H 5.8915 -1.7643 -3.1886 0.01 0.00 0.00
H 4.9705 -2.4390 -1.8349 -0.01 -0.01 0.00
H 6.0962 0.2654 -2.0908 0.02 -0.01 0.03
H 5.7997 -0.9680 2.1389 -0.01 0.02 -0.01
H 4.3985 -2.4496 3.5925 0.00 -0.02 0.00
H 2.2534 -3.3208 2.6741 0.02 -0.02 0.00
H 2.8465 -1.4383 -0.9227 0.04 -0.04 -0.08
Ge -1.1324 0.6741 -2.5263 -0.08 -0.03 -0.16
C -0.8468 -0.7824 -3.7805 -0.02 0.03 0.05
C 0.4404 -1.1693 -4.1462 -0.02 -0.05 0.00
C 0.6366 -2.1994 -5.0555 0.00 -0.02 0.00
C -0.4549 -2.8481 -5.6151 0.01 0.01 0.00
C -1.7421 -2.4736 -5.2552 -0.01 -0.01 0.00
C -1.9368 -1.4495 -4.3395 0.00 -0.02 0.05
C -1.7129 2.2890 -3.4253 0.06 0.03 0.13
C -1.1678 3.5313 -3.1067 0.02 -0.04 0.02
C -1.6342 4.6809 -3.7263 -0.02 0.02 0.01
C -2.6561 4.5990 -4.6622 0.00 -0.01 0.00
C -3.1997 3.3652 -4.9907 0.00 0.00 -0.02
C -2.7253 2.2129 -4.3791 0.00 0.02 0.01
H -1.9352 0.2564 -1.2921 0.02 0.05 -0.13
H 1.3020 -0.6881 -3.7015 0.06 0.03 0.00
H 1.6436 -2.4961 -5.3203 0.00 0.00 -0.01
H -0.3038 -3.6477 -6.3284 0.00 0.00 0.00
H -2.5948 -2.9821 -5.6861 0.00 0.00 0.00
H -2.9486 -1.1879 -4.0477 -0.01 0.01 -0.03
H -0.3759 3.6063 -2.3696 -0.01 0.01 0.01
H -1.2039 5.6416 -3.4746 0.01 0.00 0.00
H -3.0234 5.4966 -5.1422 0.00 0.00 0.00
H -3.9860 3.2982 -5.7311 -0.01 0.00 0.00
H -3.1447 1.2534 -4.6599 -0.02 0.00 0.00
```
Forces are in eV/Å.

Atomic partial charges in e from the Mulliken method, atoms 1 to 99: atom 1 (Rb): 0.943, atom 2 (C): -1.564, atom 3 (C): 0.970, atom 4 (C): -0.895, atom 5 (C): -0.238, atom 6 (C): 0.145, atom 7 (C): -0.604, atom 8 (C): -0.900, atom 9 (S): 0.228, atom 10 (O): 1.064, atom 11 (O): -0.790, atom 12 (N): 0.585, atom 13 (C): 0.344, atom 14 (C): -0.467, atom 15 (C): -1.174, atom 16 (C): -0.971, atom 17 (C): 0.905, atom 18 (C): -0.865, atom 19 (C): -1.537, atom 20 (C): -0.125, atom 21 (N): 0.652, atom 22 (C): 0.182, atom 23 (H): 0.383, atom 24 (H): 0.306, atom 25 (H): 0.370, atom 26 (H): 0.388, atom 27 (H): 0.552, atom 28 (H): 0.404, atom 29 (H): 0.395, atom 30 (H): 0.377, atom 31 (H): 0.412, atom 32 (H): 0.426, atom 33 (H): 0.446, atom 34 (H): 0.484, atom 35 (H): 0.809, atom 36 (C): -0.925, atom 37 (C): -0.534, atom 38 (N): 0.449, atom 39 (C): -0.312, atom 40 (C): 1.377, atom 41 (C): -1.096, atom 42 (C): -0.964, atom 43 (C): -0.887, atom 44 (C): 1.310, atom 45 (C): -0.712, atom 46 (C): -0.864, atom 47 (C): -0.344, atom 48 (N): -0.168, atom 49 (C): -0.118, atom 50 (H): 0.618, atom 51 (H): 0.460, atom 52 (H): 0.425, atom 53 (H): 0.445, atom 54 (H): 0.423, atom 55 (H): 0.441, atom 56 (H): 0.427, atom 57 (H): 0.512, atom 58 (O): -0.406, atom 59 (C): -0.753, atom 60 (C): 0.811, atom 61 (C): -1.005, atom 62 (C): -0.442, atom 63 (C): -1.201, atom 64 (C): -0.266, atom 65 (N): 0.641, atom 66 (H): 0.074, atom 67 (H): 0.213, atom 68 (H): 0.379, atom 69 (H): 0.458, atom 70 (H): 0.428, atom 71 (H): 0.502, atom 72 (H): 0.533, atom 73 (N): -0.799, atom 74 (C): 0.327, atom 75 (H): -0.263, atom 76 (O): -0.368, atom 77 (C): -0.764, atom 78 (N): -0.052, atom 79 (C): 0.039, atom 80 (O): -0.689, atom 81 (C): 0.486, atom 82 (C): -0.656, atom 83 (C): -1.079, atom 84 (C): -0.288, atom 85 (N): 0.443, atom 86 (C): -0.663, atom 87 (H): 0.287, atom 88 (H): 0.393, atom 89 (H): 0.423, atom 90 (H): 0.289, atom 91 (H): 0.505, atom 92 (H): 0.447, atom 93 (H): 0.376, atom 94 (H): 0.834, atom 95 (Ge): 0.886, atom 96 (C): 0.490, atom 97 (C): -0.295, atom 98 (C): -0.504, atom 99 (C): -0.646